Record 1
The following is a DFT calculation (ωB97M-V/def2-TZVPD) of a cluster of 15 separate species, C22H47BCl28F3N3O2PS in total in a non-equilibrium geometry.

Properties
- total charge = +1
- Kohn-Sham gap (eV) = 8.29
- DFT total energy (Ha) = -15130.351094
- HOMO energy (eV) = -11.51

Positions of all 108 atoms, in Å:
N 1.19 0.37 6.38
B 0.59 -0.86 5.91
O -0.38 -1.51 6.67
C 1.05 -1.58 4.49
N -0.06 -2.47 4.10
C 2.25 -2.48 4.86
N 3.12 -2.88 3.71
C 2.52 -2.66 2.37
P 3.85 -3.14 1.12
S 5.15 -1.75 0.82
C 2.04 -1.24 2.12
C 1.35 -0.53 3.36
C 0.09 0.17 2.78
C -0.31 1.46 3.52
O 0.75 2.35 3.74
C -1.43 2.19 2.75
F -1.51 3.44 3.15
F -2.58 1.53 2.93
F -1.21 2.22 1.43
H 0.57 1.17 6.41
H 2.07 0.58 5.92
H 0.00 -2.38 6.88
H -0.94 -1.99 4.16
H -0.06 -3.31 4.68
H 2.89 -1.90 5.54
H 1.91 -3.33 5.46
H 4.05 -2.45 3.77
H 3.29 -3.89 3.80
H 1.68 -3.35 2.22
H 4.51 -4.28 1.65
H 3.15 -3.43 -0.08
H 1.27 -1.31 1.34
H 2.81 -0.57 1.73
H 2.01 0.24 3.77
H 0.36 0.48 1.76
H -0.76 -0.51 2.66
H -0.76 1.22 4.50
H 1.20 2.13 4.56
C -1.98 4.51 -0.61
Cl -0.23 4.80 -0.59
Cl -2.63 4.62 -2.24
H -2.17 3.52 -0.21
H -2.47 5.26 0.01
C -5.09 3.33 -5.46
Cl -3.93 4.65 -5.54
Cl -4.28 1.75 -5.45
H -5.67 3.43 -4.54
H -5.75 3.38 -6.32
C -3.35 -1.69 1.35
Cl -1.76 -2.42 1.10
Cl -3.79 -1.71 3.07
H -3.32 -0.66 1.01
H -4.08 -2.25 0.79
C 9.34 -1.91 0.02
Cl 8.59 -2.67 -1.39
Cl 9.02 -2.83 1.50
H 10.41 -1.86 -0.14
H 8.94 -0.91 0.14
C 7.62 -6.05 -3.55
Cl 6.77 -4.57 -4.03
Cl 8.66 -6.65 -4.84
H 8.22 -5.84 -2.67
H 6.88 -6.81 -3.32
C -2.27 -4.43 6.52
Cl -0.66 -5.14 6.28
Cl -2.72 -4.42 8.23
H -2.26 -3.41 6.16
H -2.99 -5.01 5.97
C -0.91 4.63 -7.96
Cl -1.16 6.00 -9.05
Cl 0.00 3.34 -8.75
H -0.36 4.97 -7.09
H -1.88 4.24 -7.66
C 1.50 -5.91 9.46
Cl 1.18 -4.56 8.36
Cl 2.41 -7.19 8.64
H 2.07 -5.56 10.30
H 0.55 -6.32 9.79
C -5.12 7.49 0.58
Cl -4.45 5.94 1.11
Cl -6.35 7.27 -0.67
H -5.57 7.99 1.43
H -4.32 8.10 0.17
C -9.76 5.76 0.43
Cl -9.88 4.02 0.70
Cl -11.19 6.39 -0.41
H -9.67 6.26 1.38
H -8.89 5.96 -0.18
C -0.43 1.30 -11.65
Cl -1.74 0.15 -11.38
Cl 0.93 0.56 -12.48
H -0.81 2.12 -12.25
H -0.10 1.67 -10.69
C -5.19 2.50 -9.15
Cl -4.06 1.73 -10.27
Cl -4.86 4.23 -8.97
H -6.20 2.37 -9.53
H -5.10 2.02 -8.18
C 3.84 -8.71 -3.22
Cl 5.29 -8.47 -2.23
Cl 4.07 -8.10 -4.86
H 3.62 -9.77 -3.26
H 3.02 -8.18 -2.76
C 2.05 6.39 -3.46
Cl 3.82 6.48 -3.36
Cl 1.50 6.41 -5.15
H 1.72 5.47 -3.00
H 1.63 7.25 -2.95

---

Record 2
The following is a DFT calculation (ωB97M-V/def2-TZVPD) of a cluster of 3 separate species, C22H47F3N3O4S in total.

Properties
- total charge = 0
- multiplicity = 2
- expectation value of S² = 0.754
- Kohn-Sham gap (alpha / beta) (eV) = 8.83 / 8.57
- DFT total energy (Ha) = -2029.343385
- HOMO energy (alpha / beta) (eV) = -8.20 / -8.20

Positions of all 80 atoms, in Å:
C -4.20 4.13 -1.77
C -4.24 2.79 -1.02
C -5.64 2.63 -0.38
C -3.09 2.83 0.02
C -2.47 1.51 0.51
O -1.12 1.81 0.80
S -3.20 1.18 2.18
O -4.46 0.48 2.05
O -3.05 2.34 3.01
C -2.05 -0.07 2.97
F -0.91 0.49 3.33
F -2.69 -0.53 4.03
F -1.74 -1.09 2.17
C -2.59 0.32 -0.46
C -3.74 0.30 -1.50
C -5.02 -0.32 -0.93
C -3.30 -0.55 -2.70
N -3.96 1.70 -2.00
O -3.20 2.04 -2.98
H -4.60 4.91 -1.12
H -3.19 4.41 -2.07
H -4.82 4.07 -2.67
H -6.24 1.90 -0.93
H -5.61 2.33 0.66
H -6.18 3.58 -0.44
H -2.24 3.36 -0.41
H -3.42 3.43 0.88
H -0.61 1.00 0.90
H -2.67 -0.62 0.10
H -1.64 0.29 -1.00
H -5.38 0.15 -0.03
H -5.81 -0.30 -1.69
H -4.81 -1.37 -0.71
H -3.97 -0.37 -3.55
H -2.29 -0.33 -3.02
H -3.38 -1.61 -2.43
C 0.18 -3.25 3.89
C 1.62 -3.70 3.70
N 2.33 -2.98 2.66
C 3.58 -3.61 2.28
C 4.70 -3.69 3.32
C 2.36 -1.53 2.81
C 2.95 -0.95 4.10
H -0.38 -3.31 2.96
H -0.30 -3.91 4.62
H 0.11 -2.23 4.27
H 1.62 -4.75 3.42
H 2.13 -3.64 4.68
H 3.96 -3.09 1.40
H 3.34 -4.62 1.95
H 5.18 -2.73 3.50
H 5.48 -4.38 2.98
H 4.34 -4.07 4.28
H 1.34 -1.16 2.70
H 2.91 -1.13 1.95
H 2.57 -1.46 4.99
H 2.66 0.10 4.19
H 4.03 -0.99 4.12
C 2.28 -0.14 -0.78
C 2.48 -0.30 -2.28
N 2.50 0.98 -2.97
C 2.37 0.85 -4.42
C 3.49 0.15 -5.19
C 3.48 1.94 -2.50
C 4.96 1.52 -2.50
H 1.41 0.47 -0.57
H 2.14 -1.12 -0.32
H 3.14 0.32 -0.30
H 1.63 -0.86 -2.69
H 3.37 -0.92 -2.46
H 2.23 1.86 -4.82
H 1.43 0.32 -4.61
H 4.39 0.76 -5.26
H 3.16 -0.07 -6.20
H 3.77 -0.80 -4.72
H 3.20 2.22 -1.48
H 3.36 2.84 -3.09
H 5.09 0.52 -2.08
H 5.53 2.21 -1.88
H 5.39 1.53 -3.49

---

Record 3
The following is a DFT calculation (ωB97M-V/def2-TZVPD) of a cluster of 5 separate species, C22H47F4NO10 in total in a non-equilibrium geometry.

Properties
- total charge = 0
- Kohn-Sham gap (eV) = 9.56
- DFT total energy (Ha) = -2072.847294
- HOMO energy (eV) = -9.07

Positions of all 84 atoms, in Å:
N -2.67 -1.88 1.04
C -2.96 -2.24 -0.36
C -3.20 -1.09 -1.45
F -2.46 -1.44 -2.61
F -4.55 -1.01 -1.88
C -2.71 0.35 -0.99
F -2.87 1.22 -2.11
F -3.48 0.88 0.05
C -4.13 -3.32 -0.25
C -3.38 -4.70 -0.57
O -2.01 -4.49 -1.06
C -1.69 -3.16 -0.77
O -0.54 -2.71 -0.76
H -3.45 -1.43 1.51
H -1.79 -1.37 1.14
H -1.61 0.36 -0.71
H -4.98 -3.28 -1.00
H -4.57 -3.51 0.78
H -3.94 -5.20 -1.42
H -3.43 -5.46 0.27
C -3.92 5.64 4.15
O -4.37 5.42 2.82
C -3.73 4.30 2.21
C -4.65 3.08 2.20
O -4.87 2.59 3.52
C -6.15 2.96 4.02
H -4.58 6.37 4.61
H -3.94 4.73 4.74
H -2.90 6.05 4.13
H -2.78 4.07 2.71
H -3.51 4.58 1.18
H -4.15 2.28 1.64
H -5.59 3.31 1.70
H -6.93 2.38 3.52
H -6.34 4.03 3.89
H -6.17 2.73 5.09
C 1.76 -0.45 1.50
O 0.68 -0.09 2.35
C 0.53 -0.99 3.44
C 1.08 -0.39 4.73
O 2.49 -0.26 4.68
C 2.90 1.08 4.44
H 1.94 0.37 0.81
H 2.68 -0.64 2.07
H 1.50 -1.34 0.92
H 1.01 -1.95 3.22
H -0.54 -1.17 3.56
H 0.86 -1.08 5.56
H 0.60 0.56 4.95
H 2.73 1.69 5.33
H 2.37 1.52 3.59
H 3.97 1.08 4.21
C 1.39 -2.73 -4.55
O 1.93 -1.79 -5.47
C 1.92 -2.28 -6.80
C 0.77 -1.66 -7.60
O -0.49 -2.12 -7.11
C -1.14 -1.14 -6.30
H 1.24 -2.22 -3.59
H 0.43 -3.12 -4.89
H 2.09 -3.55 -4.40
H 1.86 -3.37 -6.82
H 2.86 -1.98 -7.26
H 0.85 -1.99 -8.64
H 0.83 -0.57 -7.58
H -1.52 -0.33 -6.93
H -0.47 -0.74 -5.54
H -1.98 -1.62 -5.81
C 5.13 -0.71 -0.71
O 5.26 -0.35 0.66
C 6.62 -0.24 1.06
C 7.05 1.22 1.15
O 7.09 1.83 -0.13
C 5.97 2.67 -0.37
H 4.09 -0.58 -1.00
H 5.75 -0.07 -1.36
H 5.41 -1.76 -0.85
H 7.28 -0.80 0.39
H 6.70 -0.69 2.05
H 8.07 1.26 1.56
H 6.40 1.78 1.83
H 6.05 3.58 0.22
H 5.03 2.15 -0.13
H 5.96 2.93 -1.43

---

Record 4
The following is a DFT calculation (ωB97M-V/def2-TZVPD) of a structure of composition C22H47F6HgN7O11 in a non-equilibrium geometry.

Properties
- total charge = 0
- Kohn-Sham gap (eV) = 8.32
- DFT total energy (Ha) = -2830.071814
- HOMO energy (eV) = -8.12

Positions of all 94 atoms, in Å:
Hg 0.05 0.37 -0.20
C -1.53 3.34 1.44
O -1.48 2.76 2.74
O -1.22 2.26 0.65
C -2.63 4.42 1.04
F -3.91 4.02 1.23
F -2.42 5.56 1.67
F -2.47 4.78 -0.29
C -2.64 2.53 3.38
C -2.27 1.84 4.69
H -3.12 1.39 5.19
H -1.56 1.01 4.60
H -1.72 2.39 5.45
H -3.35 1.99 2.75
H -3.25 3.38 3.71
H -0.58 3.88 1.41
C -2.30 -1.65 -0.38
O -1.77 -1.27 0.83
O -1.55 -0.94 -1.33
C -2.49 -3.21 -0.50
F -1.36 -3.90 -0.76
F -2.90 -3.70 0.64
F -3.41 -3.57 -1.38
C -2.71 -1.09 1.93
C -1.85 -1.33 3.18
H -0.95 -0.72 3.16
H -2.34 -0.89 4.05
H -1.58 -2.37 3.39
H -3.51 -1.83 1.99
H -3.01 -0.04 1.91
H -3.30 -1.22 -0.37
O 3.29 1.08 3.42
C 2.16 1.50 3.73
N 1.22 1.63 2.84
C 1.98 1.82 5.17
H 1.51 1.41 1.90
H 0.39 2.19 3.00
H 1.25 1.15 5.61
H 1.85 2.89 5.31
H 2.95 1.69 5.65
O 1.53 -0.46 -1.88
C 1.65 -0.88 -3.05
N 0.53 -1.06 -3.76
C 3.10 -0.96 -3.58
H -0.32 -0.86 -3.25
H 0.55 -1.33 -4.74
H 2.92 -1.30 -4.61
H 3.82 -1.50 -2.97
H 3.58 0.02 -3.63
O 1.15 -1.00 1.20
C 1.61 -1.81 1.93
N 2.62 -1.55 2.77
C 1.20 -3.27 1.81
H 3.02 -0.65 2.98
H 2.89 -2.28 3.41
H 1.99 -3.95 2.10
H 0.91 -3.49 0.78
H 0.39 -3.46 2.52
O -5.33 -1.26 -4.66
C -4.22 -1.28 -4.17
N -4.03 -0.36 -3.26
C -3.23 -2.37 -4.48
H -3.16 -0.36 -2.74
H -4.75 0.27 -2.94
H -2.41 -2.31 -3.77
H -2.78 -2.27 -5.47
H -3.67 -3.37 -4.55
O -0.13 1.78 -2.30
C -1.12 2.09 -2.98
N -2.22 2.42 -2.38
C -1.13 2.15 -4.52
H -2.16 2.62 -1.40
H -3.04 2.82 -2.81
H -0.11 2.13 -4.91
H -1.70 3.00 -4.91
H -1.77 1.29 -4.70
O 1.75 1.77 0.19
C 2.65 2.57 -0.19
N 2.38 3.05 -1.39
C 3.91 2.88 0.66
H 3.09 3.48 -1.96
H 1.46 2.80 -1.73
H 4.45 1.98 0.96
H 3.49 3.49 1.45
H 4.61 3.50 0.09
O 2.66 -4.46 -1.78
C 3.72 -4.15 -1.31
N 3.71 -3.54 -0.10
C 5.03 -4.36 -2.11
H 2.84 -3.31 0.36
H 4.59 -3.20 0.26
H 5.07 -5.43 -2.32
H 5.90 -4.02 -1.55
H 5.05 -3.82 -3.06

---

Record 5
The following is a DFT calculation (ωB97M-V/def2-TZVPD) of a structure of composition C22H47IN6PYb in a non-equilibrium geometry.

Properties
- total charge = +2
- multiplicity = 2
- expectation value of S² = 0.751
- energy above the lowest of the compared OMol25 structures with the same formula, charge and spin (kJ/mol) = 44.2
- Kohn-Sham gap (alpha / beta) (eV) = 9.16 / 8.12
- DFT total energy (Ha) = -2992.289740
- HOMO energy (alpha / beta) (eV) = -14.09 / -14.10

Positions of all 78 atoms, in Å:
Yb -1.38 -0.64 -0.63
C -1.17 -0.08 4.77
N -1.02 -1.22 3.89
C -0.81 -2.50 4.56
C -0.85 -3.51 3.42
N -1.39 -2.73 2.32
C -1.83 -3.34 1.10
C -1.41 -1.40 2.61
N -1.69 -0.55 1.64
C -1.76 0.89 1.89
C -2.49 1.64 0.76
N -1.80 1.59 -0.54
C -1.60 2.64 -1.30
N -1.21 2.45 -2.60
C -1.56 1.32 -3.43
C -1.14 3.72 -3.32
C -1.19 4.75 -2.19
N -1.61 3.97 -1.03
C -1.68 4.64 0.24
H -0.62 -0.30 5.68
H -2.22 0.10 5.03
H -0.75 0.82 4.34
H -1.60 -2.68 5.29
H 0.15 -2.49 5.07
H -1.49 -4.37 3.64
H 0.15 -3.89 3.16
H -1.98 -4.40 1.30
H -1.07 -3.26 0.29
H -2.79 -2.91 0.78
H -0.74 1.30 1.99
H -2.32 1.11 2.80
H -2.67 2.66 1.09
H -3.47 1.16 0.63
H -1.35 0.37 -2.91
H -0.96 1.36 -4.33
H -2.62 1.34 -3.72
H -1.99 3.82 -4.00
H -0.22 3.77 -3.91
H -1.91 5.55 -2.39
H -0.21 5.20 -2.01
H -1.34 5.67 0.10
H -1.04 4.18 1.00
H -2.71 4.69 0.61
C 3.41 -2.86 -0.43
C 1.94 -2.51 -0.62
C 1.36 -3.24 -1.83
P 1.43 -0.70 -0.75
C 2.23 0.25 0.66
C 3.72 0.57 0.59
C 1.92 -0.50 1.97
C 2.09 0.00 -2.36
C 1.87 1.51 -2.33
C 3.52 -0.35 -2.76
H 3.49 -3.95 -0.37
H 3.80 -2.46 0.50
H 4.03 -2.52 -1.25
H 1.40 -2.85 0.28
H 1.95 -3.04 -2.73
H 0.32 -2.96 -2.03
H 1.39 -4.32 -1.67
H 1.67 1.20 0.67
H 4.33 -0.32 0.47
H 4.03 1.05 1.52
H 3.96 1.26 -0.21
H 2.57 -1.37 2.07
H 0.88 -0.83 2.00
H 2.10 0.15 2.82
H 1.41 -0.42 -3.12
H 2.63 2.01 -1.73
H 0.89 1.75 -1.92
H 1.94 1.93 -3.33
H 4.24 -0.15 -1.97
H 3.80 0.26 -3.62
H 3.60 -1.39 -3.06
I -2.56 -2.55 -2.77
C -3.57 -1.04 -1.39
H -4.34 -1.65 -0.90
H -4.10 -0.41 -2.10